1.
The following is a quantum chemistry calculation of C23H24N5O2Pm as an isolated structure, from the Open Molecules 2025 dataset.

```
55
Properties=species:S:1:pos:R:3
Pm 0.1341 -0.1482 -0.7729
C -2.6201 1.8142 1.4510
C -2.4934 2.6767 0.1896
C -3.8836 3.1156 -0.2944
C -1.7633 1.9779 -0.9393
C -2.3486 0.8913 -1.6139
C -1.8167 0.4190 -2.8220
C -0.6614 0.9893 -3.3781
C -0.1995 0.6592 -4.7695
C -0.0103 1.9934 -2.6410
C -0.5619 2.4938 -1.4570
H -3.2919 2.3028 2.1555
H -1.6594 1.6929 1.9492
H -3.0343 0.8282 1.2287
H -1.9251 3.5730 0.4463
H -4.5606 2.2643 -0.3787
H -3.8276 3.6174 -1.2610
H -4.3145 3.8126 0.4225
H -3.3183 0.5313 -1.2928
H -2.3968 -0.2889 -3.4025
H 0.7989 0.2183 -4.7743
H -0.1450 1.5761 -5.3569
H -0.8938 -0.0117 -5.2722
H 0.8431 2.4974 -3.0808
H -0.1290 3.3758 -1.0017
N 0.9516 -3.6049 -3.8500
C 0.2397 -2.5064 -3.6176
N 0.6018 -1.9937 -2.4515
C 1.5727 -2.8726 -2.0100
N 1.8020 -3.8461 -2.8498
C 2.3018 -2.6900 -0.7579
C 3.0849 -3.7053 -0.2155
N 3.7297 -3.5347 0.9278
C 3.6451 -2.3484 1.5117
C 2.9020 -1.3124 0.9586
N 2.2029 -1.4854 -0.1673
H 0.9263 -4.2255 -4.6469
H -0.5110 -2.1175 -4.2843
H 3.1818 -4.6582 -0.7207
H 4.1814 -2.2213 2.4438
H 2.8819 -0.3327 1.4166
O -0.4844 -0.8405 1.1205
C 0.2343 0.0682 1.6744
O 0.7466 0.9629 0.9031
C 0.5189 0.0632 3.1026
C 0.9692 1.2292 3.7271
C 1.2810 1.2027 5.0726
C 1.1725 0.0150 5.7884
C 0.7422 -1.1500 5.1627
C 0.3998 -1.1277 3.8243
H 1.0592 2.1430 3.1537
H 1.6123 2.1084 5.5617
H 1.4181 0.0018 6.8418
H 0.6680 -2.0721 5.7227
H 0.0465 -2.0205 3.3235
```

As for the LUMO energy (spin up / spin down): -6.63 / -6.50 eV. The spin multiplicity is 5. Its expectation value of S² is 6.0045. For the HOMO-LUMO gap (spin up / spin down), the calculation gives 0.3005 / 0.3055 Ha. Its total charge is +2.

Mulliken population analysis, charges in e, atoms 1 to 2:
1. Pm 1.6696
2. C -1.1579

***

2.
The following is a quantum chemistry calculation of C23H25AsCl4N4O3Tb as an isolated structure, from the Open Molecules 2025 dataset.

```
61
Properties=species:S:1:pos:R:3
Tb 0.0000 0.0000 0.0000
O -1.2960 -1.7185 0.3915
C -1.4112 -2.9550 0.0888
C -2.4782 -3.7210 0.6132
C -2.6761 -5.0760 0.3327
C -1.7940 -5.7351 -0.5033
C -0.7226 -5.0318 -1.0503
C -0.5143 -3.6574 -0.7713
C 0.6416 -2.9451 -1.3760
N 0.9647 -1.6727 -1.2107
C 2.0930 -1.4461 -1.9469
C 2.4901 -2.5912 -2.5875
N 1.5648 -3.5276 -2.2175
H -3.1843 -3.2182 1.2747
H -3.5193 -5.5947 0.7741
H -1.9351 -6.7856 -0.7295
H -0.0515 -5.5782 -1.7003
H 2.5503 -0.4673 -1.9691
H 3.3138 -2.8158 -3.2464
H 1.5501 -4.4902 -2.5067
Cl 6.8005 1.0937 0.0938
C 5.1623 0.6333 0.5285
C 4.9183 0.0575 1.7712
Cl 6.2526 -0.1993 2.8840
C 3.6088 -0.3138 2.1260
Cl 3.3843 -1.0433 3.7330
C 2.4598 -0.1351 1.2663
O 1.2992 -0.5213 1.7135
C 2.7249 0.4904 -0.0835
O 1.8319 0.7358 -0.9992
C 4.0984 0.8419 -0.3677
Cl 4.4973 1.5834 -1.9351
C -2.9530 1.2311 -3.6202
As -1.6193 0.7053 -2.2647
C -0.1964 1.8953 -2.9344
C -0.9903 -0.8931 -3.2354
H -2.5035 1.2127 -4.6340
H -3.3156 2.2564 -3.3998
H -3.8082 0.5251 -3.5867
H -0.0988 1.8036 -4.0350
H 0.7670 1.6185 -2.4596
H -0.4423 2.9448 -2.6756
H -0.7992 -0.6496 -4.3008
H -1.7625 -1.6873 -3.1741
H -0.0516 -1.2584 -2.7703
C -4.4500 -0.2712 3.7141
C -3.4647 0.4415 2.8733
C -3.2400 1.7810 2.6484
C -2.1551 1.8274 1.7434
N -1.7288 0.6000 1.4230
N -2.5351 -0.2174 2.1177
C -1.4981 3.0217 1.1624
H -5.1025 0.4347 4.2377
H -3.9435 -0.8852 4.4657
H -5.0800 -0.9237 3.1012
H -3.7813 2.6135 3.0757
H -2.3939 -1.2180 2.0284
H -1.9640 3.9438 1.5245
H -1.5751 3.0097 0.0705
H -0.4383 3.0483 1.4354
H 0.2218 2.0069 0.4664
```

As for the LUMO energy (spin up / spin down): 2.35 / 2.36 eV. The spin multiplicity is 7. Its expectation value of S² is 12.7022. For the HOMO-LUMO gap (spin up / spin down), the calculation gives 0.2140 / 0.2087 Ha. Its total charge is -1.

Mulliken population analysis, charges in e, atoms 1 to 2:
1. Tb -0.5349
2. O -0.0701

***

3.
The following is a quantum chemistry calculation of C23H25Cl3N5O8P2PdSSe as an isolated structure, from the Open Molecules 2025 dataset.

```
69
Properties=species:S:1:pos:R:3
Pd 1.4218 -2.1859 -1.1247
N 0.9288 -2.6268 -5.6929
C 0.9239 -3.0644 -4.2465
C 0.7025 -4.5497 -4.0366
P -0.4143 -1.9468 -3.5484
O -1.6989 -2.7671 -4.0796
O -0.2445 -0.7083 -4.3450
O -0.4779 -1.9296 -2.0327
P 2.5117 -2.5020 -3.4544
O 3.4189 -2.3429 -4.7741
O 3.0433 -3.5255 -2.5061
O 2.2343 -1.1638 -2.8031
H 0.2930 -3.1775 -6.2683
H 1.8737 -2.6240 -6.0820
H 0.5494 -1.6314 -5.6181
H -0.2730 -4.8628 -4.4073
H 0.7498 -4.7523 -2.9671
H 1.4869 -5.1404 -4.5117
H -2.3777 -2.9280 -3.4099
H 4.3664 -2.3439 -4.5643
O 2.3229 -2.9700 0.4547
N 1.0768 -3.2043 0.4205
Se -0.0003 -2.6397 1.8374
C 1.1533 -3.2826 3.2616
C 1.2372 -2.6058 4.4667
C 2.0987 -3.1133 5.4324
N 2.8449 -4.1920 5.2468
C 2.7483 -4.8348 4.0910
C 1.9014 -4.4340 3.0664
H 0.6646 -1.7092 4.6633
H 2.1973 -2.6244 6.3943
H 3.3681 -5.7161 3.9755
H 1.8516 -5.0061 2.1522
Cl -1.9030 6.1162 -3.5611
C -1.5158 5.4601 -2.0148
C -2.2637 4.4169 -1.4944
C -1.9288 3.8907 -0.2592
C -0.8550 4.3740 0.4786
C -0.4944 3.7984 1.8379
C 0.8832 3.0795 1.8262
N 1.0562 1.9976 0.8550
C 0.9252 2.1420 -0.5061
C 1.1273 0.9177 -1.0546
N 1.3957 0.0176 -0.0537
C 1.3329 0.6937 1.0824
O -1.5706 3.1199 2.4618
C -1.7936 1.7253 2.4075
C -3.1701 1.5288 2.9742
C -3.4852 0.7443 4.0482
Cl -2.4057 -0.1817 5.0158
S -5.1649 0.7759 4.4335
C -5.4575 1.8767 3.1552
C -4.3271 2.1893 2.4751
C -0.1494 5.4570 -0.0528
Cl 1.1416 6.2107 0.8306
C -0.4651 5.9965 -1.2890
H -3.1014 4.0207 -2.0506
H -2.5327 3.0900 0.1430
H -0.3635 4.6516 2.5089
H 1.0773 2.7014 2.8303
H 1.6319 3.8332 1.5947
H 0.7265 3.0877 -0.9733
H 1.1074 0.6285 -2.0908
H 1.5311 0.2880 2.0614
H -1.0726 1.2012 3.0391
H -1.7372 1.3033 1.3964
H -6.4595 2.2336 2.9824
H -4.2990 2.8851 1.6497
H 0.0962 6.8343 -1.6772
```

As for the LUMO energy (spin up / spin down): -4.25 / -5.51 eV. The spin multiplicity is 3. Its expectation value of S² is 2.0273. For the HOMO-LUMO gap (spin up / spin down), the calculation gives 0.2446 / 0.1982 Ha. Its total charge is +1.

Mulliken population analysis, charges in e, atoms 1 to 2:
1. Pd 0.8112
2. N -0.2044

***

Which formula does entry 2 have?
C23H25AsCl4N4O3Tb